Density functional theory data (ωB97M-V with the def2-TZVPD basis set) for a structure of composition C20H26AsF5MnN4OS2Se.

Computed properties:
- spin multiplicity = 5
- gap between HOMO and LUMO (spin up / spin down) (eV) = 6.4 / 8.5
- net charge = +1
- ⟨S²⟩ = 6.33
- strongest force on any atom (eV/A) = 0.21
- LUMO energy (spin up / spin down) (eV) = -4.294 / -2.373
- energy relative to the best compared isomer or geometry (same formula, charge and spin) (kcal per mole) = 0.0
- calculated total energy (eV) = -221926.5254
- HOMO (spin up / spin down) (eV) = -10.67 / -10.88

```
61
Properties=species:S:1:pos:R:3:nbo_charge:R:1
H 2.239 -4.957 -0.079 0.23
N -2.176 0.329 2.495 -0.23
N -1.248 -0.152 4.324 -0.35
C 2.703 1.571 1.973 0.26
H -2.942 -2.676 -4.089 0.25
S -2.355 -2.897 -1.801 1.29
F 3.921 1.259 2.411 -0.28
H 4.243 2.528 -1.471 0.22
F -1.011 2.562 0.580 -0.35
C 0.593 0.850 0.977 -0.53
C 1.008 3.193 1.536 0.26
H -4.167 -3.604 -0.487 0.26
H -3.596 2.950 4.113 0.27
N -1.992 0.967 4.580 -0.23
C -1.323 -0.563 3.062 0.27
C -2.553 1.256 3.452 0.37
H -0.559 3.463 -2.181 0.22
H -0.699 -0.574 5.055 0.44
C -3.444 2.407 3.185 -0.67
C 3.193 2.733 -1.636 -0.20
C 0.938 1.949 -1.926 -0.22
H 1.003 -2.645 -3.237 0.24
C 3.330 -2.251 -0.972 -0.93
C 2.753 4.045 -1.761 -0.20
C -4.091 -3.150 -1.473 -0.81
H 3.459 -1.497 -1.747 0.23
H 1.967 -4.060 -2.775 0.24
C 1.116 -3.438 -2.497 -0.95
H 3.459 4.862 -1.690 0.23
C 0.496 3.261 -2.045 -0.17
H -4.612 -2.195 -1.502 0.24
C 1.546 -4.239 0.357 -0.94
C 0.214 2.177 1.042 0.35
H -4.411 2.073 2.807 0.24
O -1.944 -1.866 -0.765 -1.05
H -3.112 -1.126 -3.190 0.25
C 2.290 1.686 -1.723 -0.24
H 3.761 -1.885 -0.043 0.25
F 3.065 3.843 2.468 -0.27
H 0.223 -4.059 -2.486 0.23
H 0.561 -4.696 0.448 0.23
H -1.496 -1.727 -3.654 0.27
H 1.060 5.327 -2.067 0.23
C 2.275 2.887 1.999 0.30
H -4.489 -3.834 -2.222 0.25
F 2.351 -0.664 1.464 -0.32
H -3.414 -0.124 1.009 0.39
S -0.574 -1.880 2.317 -0.16
H -2.995 3.078 2.451 0.25
C 1.406 4.306 -1.971 -0.22
H -2.424 1.208 0.742 0.41
H 2.627 0.662 -1.620 0.21
C 1.859 0.594 1.476 0.36
Se -0.331 0.523 -2.007 -0.04
F 0.570 4.450 1.569 -0.28
Mn -0.446 -0.739 0.099 1.01
N -2.492 0.277 1.142 -0.65
H 3.837 -3.165 -1.279 0.23
C -2.500 -2.013 -3.346 -0.82
H 1.894 -3.960 1.352 0.24
As 1.436 -2.638 -0.744 0.87
```